1.
DFT (wB97M-V/def2-TZVPD) results for an isolated ion of composition C3H8NO and charge -1.

Each line ends with the Mulliken charge.
Element x y z (Å)
N1 0.53853 0.49634 0.37750  -0.60
H1 -2.71656 1.31892 -0.13943  0.30
C1 1.46312 -0.44813 -0.42822  -0.47
H2 -2.32878 0.55473 1.35158  0.27
H3 -1.05808 -0.73318 0.02556  0.26
C2 -1.89847 1.15829 0.55235  -1.11
H4 0.54106 -0.06665 1.22889  0.27
H5 -0.78241 0.36030 -1.23433  0.36
H6 1.48037 0.01143 -1.44527  0.30
C3 -0.84143 0.32238 -0.15317  -0.35
H7 -1.57539 2.14092 0.88126  0.35
H8 2.42750 -0.30852 0.11112  0.27
O1 1.08306 -1.71783 -0.41952  -0.86

Computed properties:
- Kohn-Sham gap (eV) = 6.70
- LUMO energy (eV) = 4.31
- charge = -1
- highest occupied orbital energy (eV) = -2.393

2.
DFT (wB97M-V/def2-TZVPD) results for an isolated ion of composition C3H8NO and charge +1.

Each line ends with the Mulliken charge.
Element x y z (Å)
H1 2.76532 -0.13104 0.47427  0.35
C1 -1.53074 0.45549 -0.13343  -0.24
H2 -0.28560 -0.60321 -1.47639  0.35
C2 0.70025 -0.40729 0.49362  -0.78
N1 2.05548 0.10813 -0.13732  -0.37
H3 -0.91895 -1.69803 -0.12793  0.31
H4 -1.19076 1.47151 0.35286  0.33
H5 0.68279 0.17188 1.40220  0.39
H6 2.06984 1.24222 -0.26822  0.39
H7 2.22167 -0.32281 -1.03322  0.34
H8 -3.34264 0.32512 0.76773  0.38
O1 -2.69767 0.00945 0.09679  -0.37
C3 -0.52900 -0.62143 -0.41095  -0.06

Computed properties:
- Kohn-Sham gap (spin up / spin down) (eV) = 9.36 / 6.34
- LUMO energy (spin up / spin down) (eV) = -3.64 / -5.04
- charge = +1
- highest occupied orbital energy (spin up / spin down) (eV) = -13.002 / -11.383

3.
DFT (wB97M-V/def2-TZVPD) results for a 2-piece molecular cluster, C3H8NO overall.

Each line ends with the Mulliken charge.
Element x y z (Å)
H1 1.57502 1.57964 -1.90151  0.35
H2 2.44146 1.42236 -0.25690  0.33
N1 0.99438 -0.18320 -0.72656  0.22
C1 -1.63005 -1.18027 0.71057  -0.93
H3 -0.95068 0.96914 0.25444  0.27
C2 1.42621 1.21835 -0.77236  -0.63
H4 0.16775 -0.07030 1.39655  0.39
H5 -1.79381 -1.55626 1.63695  0.37
C3 -0.70697 -0.03115 0.70085  0.01
H6 0.77444 1.79355 -0.11257  0.25
O1 1.48024 -1.03373 -1.42470  -0.25
H7 -2.66029 -0.94701 0.35663  0.31
H8 -1.11769 -1.98112 0.13861  0.30

Computed properties:
- Kohn-Sham gap (eV) = 9.06
- LUMO energy (eV) = -6.15
- charge = +1
- highest occupied orbital energy (eV) = -15.212

4.
DFT (wB97M-V/def2-TZVPD) results for a 2-piece molecular cluster, C3H8NO overall.

Each line ends with the Mulliken charge.
Element x y z (Å)
H1 -1.11341 -0.65955 1.09013  0.31
C1 0.15152 0.88710 1.04308  -0.08
H2 2.64459 -0.40249 -0.22744  0.33
H3 -2.29229 -1.02213 -2.24161  0.26
H4 -1.77877 -1.95817 -0.84043  0.24
N1 -0.64998 0.04234 0.53401  -0.05
H5 0.68898 1.73375 0.63941  0.27
C2 -1.68539 -1.00176 -1.35149  -0.69
H6 0.36637 0.80277 2.10154  0.30
C3 -0.99121 0.01166 -0.86326  0.11
H7 -1.04178 0.98406 -1.33537  0.30
H8 3.25592 0.53175 0.84952  0.33
O1 2.44545 0.05068 0.60191  -0.62

Computed properties:
- Kohn-Sham gap (eV) = 10.17
- LUMO energy (eV) = -4.84
- charge = +1
- highest occupied orbital energy (eV) = -15.006

5.
DFT (wB97M-V/def2-TZVPD) results for an isolated ion of composition C3H8NO and charge +1.

Each line ends with the Mulliken charge.
Element x y z (Å)
N1 0.03306 -0.17729 -0.23476  0.25
H1 -0.59858 2.40006 0.42431  0.24
H2 -1.18647 -1.65777 -1.18548  0.37
C1 -0.27185 -1.59854 -0.70453  -0.81
H3 1.96172 -0.34281 0.33656  0.33
H4 1.29952 1.24158 0.37563  0.44
C2 -1.29273 1.88730 -0.23598  0.03
H5 0.63021 -2.12306 -1.27680  0.28
H6 -0.33575 -2.13179 0.29469  0.33
O1 -0.96848 0.66174 -0.61873  -0.08
H7 0.90342 0.23135 1.82857  0.31
H8 -2.23650 2.39328 -0.56449  0.29
C3 1.01018 0.23296 0.68503  -0.98

Computed properties:
- Kohn-Sham gap (spin up / spin down) (eV) = 8.34 / 8.34
- LUMO energy (spin up / spin down) (eV) = -5.98 / -5.98
- charge = +1
- highest occupied orbital energy (spin up / spin down) (eV) = -14.324 / -14.323

6.
DFT (wB97M-V/def2-TZVPD) results for a 2-piece molecular cluster, C3H8NO overall.

Each line ends with the Mulliken charge.
Element x y z (Å)
H1 -1.85209 -1.31906 -0.81663  0.35
C1 1.52275 -0.41680 0.20826  -0.21
H2 1.26784 -0.35647 1.27297  0.27
H3 3.25589 0.34240 0.38892  0.41
H4 -1.30638 -0.87974 0.88298  0.36
C2 -1.07695 -1.06856 -0.12640  -0.81
C3 -0.43645 1.32407 -0.07155  -0.24
H5 -0.95792 1.28600 0.89794  0.27
N1 -0.38063 0.15583 -0.61193  -0.13
H6 -0.20152 -0.01432 -1.65199  0.32
O1 2.60394 -0.05827 -0.19820  -0.27
H7 -0.08484 2.18215 -0.67065  0.32
H8 -0.26377 -1.73768 -0.01911  0.36

Computed properties:
- Kohn-Sham gap (eV) = 8.17
- LUMO energy (eV) = -4.63
- charge = +1
- highest occupied orbital energy (eV) = -12.805

Table of strongest force on any atom (eV/Å), in record order: 1.9, 5.3, 3.6, 2.1, 4.9, 4.5
Table of energy above the lowest of the compared OMol25 structures with the same formula, charge and spin (kJ/mol), in record order: 44.4, 408.3, 488.7, 115.8, 453.5, 455.9